[1]
Below is a cluster of 6 separate species, C35H80N4O6 in total in a non-equilibrium geometry, with properties calculated with the ωB97M-V functional and the def2-TZVPD basis.

Element x y z (Å)
C -13.338218 6.487590 15.076704
C -12.631619 7.839732 14.695612
C -13.488394 8.712501 13.844894
O -13.902314 7.985778 12.673443
C -13.722579 8.690806 11.447738
N -12.282828 8.516257 15.963582
H -13.588450 5.906598 14.218835
H -14.275693 6.788039 15.555850
H -12.728190 5.874818 15.723144
H -11.691722 7.745646 14.139706
H -12.927585 9.594591 13.575851
H -14.399371 9.030914 14.495245
H -12.643207 8.848439 11.345184
H -14.294478 9.633293 11.412590
H -14.018694 7.909670 10.722767
H -12.136918 9.515959 15.851511
H -13.075175 8.360121 16.561163
C -17.950958 2.678375 10.786252
C -17.298157 3.941481 11.254421
O -18.155645 5.033217 11.106395
H -17.993941 2.639415 9.652262
H -19.005656 2.534064 11.127080
H -17.284580 1.885147 11.138730
H -16.358248 4.072850 10.672951
H -17.031944 3.862219 12.315407
H -17.725863 5.873511 11.427749
C -18.414612 6.850115 14.201409
C -16.930515 6.664581 14.236704
O -16.439441 6.346014 12.851365
H -18.925851 5.851049 14.159532
H -18.653194 7.321123 13.210300
H -18.742405 7.533845 15.012322
H -16.670803 5.773000 14.862570
H -16.415579 7.487955 14.689691
H -15.561160 6.677455 12.752720
C -24.302591 5.283908 15.098526
C -24.520518 3.938232 14.541692
C -25.638756 4.027990 13.558067
C -25.174494 4.781090 12.241800
C -23.975709 4.018989 11.707623
C -22.864671 3.781341 12.633223
N -23.357887 3.266662 13.942575
O -22.265533 3.498335 14.817161
C -21.994910 2.673954 11.969344
C -21.982018 5.052504 12.753704
C -25.019166 2.934907 15.676513
H -23.325554 5.433819 15.507607
H -25.122221 5.426057 15.821935
H -24.432088 6.181525 14.498216
H -25.941039 3.033986 13.280845
H -26.504219 4.507900 14.064675
H -24.993475 5.834779 12.349414
H -25.963568 4.618237 11.496071
H -23.490313 4.486416 10.820609
H -24.365756 3.052693 11.370730
H -21.070827 2.451566 12.524247
H -22.616118 1.776079 11.910972
H -21.711051 2.998167 10.962836
H -22.107501 5.553101 11.778577
H -22.515282 5.656918 13.497309
H -20.931857 4.910938 12.897187
H -25.786569 3.431007 16.266040
H -24.148019 2.679615 16.308383
H -25.436150 2.094166 15.135328
H -22.089054 2.642550 15.251759
C -17.702497 2.681871 14.512185
C -17.359215 2.531545 15.951525
C -15.812613 2.626270 15.891271
C -15.179719 2.869898 17.222783
C -15.836730 4.147217 17.779257
C -17.354142 4.143093 17.928807
N -17.859711 3.812344 16.602829
O -19.295038 3.725889 16.857526
C -17.620481 3.283746 19.166825
C -17.855609 5.565803 18.263371
C -17.835590 1.295207 16.667521
H -17.596485 3.719165 14.167124
H -18.739533 2.496917 14.338795
H -17.140443 1.969980 13.877202
H -15.402831 1.699503 15.471624
H -15.561394 3.440434 15.290366
H -14.134369 3.030882 17.235463
H -15.270478 2.031848 17.931553
H -15.623027 4.948331 17.135213
H -15.461540 4.373084 18.802232
H -17.207778 2.317902 19.052479
H -16.996982 3.651071 19.996886
H -18.665418 3.154933 19.291121
H -17.608127 6.191827 17.430345
H -18.908583 5.678030 18.471794
H -17.299559 5.991073 19.103910
H -18.912021 1.305490 16.959144
H -17.256721 1.128037 17.573603
H -17.717846 0.435944 15.983524
H -19.712698 4.117241 16.094032
C -16.720895 10.686075 13.192417
C -17.822845 10.916340 12.178704
C -17.716727 9.894991 11.028936
C -18.915115 9.770284 10.121873
C -20.126673 9.592986 10.950497
C -20.378938 10.659455 12.158147
N -19.138371 10.716762 12.937926
O -19.186337 11.620894 14.011370
C -20.870124 11.956492 11.539113
C -21.448481 10.087168 13.156948
C -17.663923 12.375106 11.767788
H -16.561834 9.612566 13.436023
H -16.879928 11.299067 14.093005
H -15.796734 11.050239 12.779419
H -16.798630 10.169554 10.507293
H -17.245979 8.981410 11.508391
H -18.809937 8.891548 9.511109
H -18.966084 10.566593 9.395453
H -20.154472 8.597636 11.330143
H -20.978433 9.653252 10.319279
H -21.958922 11.910090 11.268253
H -20.837343 12.773601 12.310957
H -20.294277 12.302886 10.675084
H -22.339845 9.744393 12.611208
H -20.994725 9.232168 13.625280
H -21.732278 10.781404 13.925589
H -18.415221 12.620801 11.036837
H -16.671541 12.576331 11.304231
H -17.722486 13.164127 12.540180
H -19.067283 12.491945 13.575959

Atoms 1-2, force components in eV/Å:
0.518 1.743 -0.327
0.775 -0.726 0.897

## Properties
HOMO-LUMO gap ... 9.17 eV
Net charge ... 0
LUMO ... 0.6 eV
HOMO ... -8.61 eV
Strongest force on any atom ... 0.05140 Eh/bohr
Multiplicity ... 1
SMILES ... CC1(C)CCCC(C)(C)N1O.CC1(C)CCCC(C)(C)N1O.CC1(C)CCCC(C)(C)N1O.COC[C@H](C)N.CCO.CCO

[2]
Below is an isolated molecule of C3H5N3, with properties calculated with the ωB97M-V functional and the def2-TZVPD basis.

Element x y z (Å)
N 1.444910 -1.694017 1.237519
C 0.006966 -0.389412 -0.107537
N 0.019138 0.230825 -1.178985
N -0.624668 1.484300 -1.103977
C -1.768381 1.549620 -0.476854
C 0.136237 -1.195706 0.912807
H 1.791569 -2.121560 0.383431
H 2.100653 -0.964311 1.492490
H -0.235001 2.135883 -1.780561
H -2.189051 2.536490 -0.726411
H -0.742040 -1.618467 1.395741

Atoms 1-2, force components in eV/Å:
0.244 0.039 0.111
0.036 -0.090 -0.276

## Properties
HOMO-LUMO gap ... 9.52 eV
Net charge ... 0
LUMO ... 0.6 eV
HOMO ... -8.88 eV
Strongest force on any atom ... 0.01412 Eh/bohr
Multiplicity ... 1

[3]
Below is a cluster of 10 separate species, C21H50BN2O16 in total in a non-equilibrium geometry, with properties calculated with the ωB97M-V functional and the def2-TZVPD basis.

Element x y z (Å)
C 0.708380 5.762558 1.327802
O -0.558324 5.115105 1.047070
B -1.211521 4.505783 2.056992
O -1.506786 5.083444 3.251859
C -1.648827 2.984073 1.747826
C -0.931854 1.887720 2.172288
C -1.325811 0.598383 1.843740
C -0.475518 -0.555508 2.340827
O 0.001874 -0.475539 3.430161
O -0.355408 -1.592541 1.517766
C 0.515770 -1.407927 0.361434
C 1.760005 -0.597624 0.643499
C 2.718487 -0.643331 -0.561903
C 2.050862 -0.296307 -1.857269
O 1.334729 -1.029692 -2.476865
O 2.334595 0.958284 -2.344138
C -2.473821 0.442092 1.080125
O -2.937912 -0.827093 0.726328
C -2.830685 -1.073562 -0.550876
N -2.725069 -1.288092 -1.676258
C -3.194908 1.527629 0.680142
N -2.761350 2.746179 1.020836
H 1.170894 5.980913 0.373555
H 0.542240 6.690162 1.865441
H 1.363157 5.104368 1.890678
H -2.453726 5.235723 3.378589
H -0.048957 2.014038 2.780385
H -0.045353 -0.998948 -0.476498
H 0.842934 -2.399594 0.077832
H 1.555085 0.450140 0.878639
H 2.295609 -1.034809 1.483325
H 3.487486 0.102566 -0.383631
H 3.230178 -1.594587 -0.627358
H 1.579873 1.542677 -2.211480
H -4.098544 1.456988 0.102557
H -3.321269 3.530757 0.711291
C 2.253071 -5.626858 -0.027235
O 2.403354 -4.487743 -0.883597
H 2.410419 -5.287054 0.993758
H 1.253545 -6.050368 -0.110297
H 2.997721 -6.390311 -0.265526
H 2.263931 -4.782322 -1.787636
C -5.814791 1.853433 3.349484
O -5.634022 1.994000 1.938002
H -5.210393 2.610841 3.843075
H -6.864120 2.002424 3.603359
H -5.500235 0.860361 3.678006
H -6.206175 1.319902 1.541143
C -8.201169 -1.220793 2.300106
O -7.774972 -0.134302 1.471541
H -8.262162 -0.843375 3.316914
H -9.185249 -1.579436 1.997166
H -7.489274 -2.047960 2.269876
H -7.731113 -0.456442 0.566459
C 6.827992 -2.273598 -0.577762
O 5.400563 -2.373319 -0.584730
H 7.077843 -1.215390 -0.592102
H 7.244836 -2.724657 0.326370
H 7.258667 -2.759951 -1.450243
H 5.172821 -3.308269 -0.573981
C 9.425881 -5.234371 -2.927817
O 8.752226 -4.604735 -1.839714
H 8.881003 -4.977736 -3.832206
H 10.453241 -4.875863 -3.022345
H 9.433735 -6.321153 -2.817972
H 9.226023 -4.824279 -1.033124
C -1.670624 -7.473509 1.185330
O -0.988897 -6.388978 0.559096
H -1.106332 -8.375370 0.965073
H -1.717216 -7.344048 2.269260
H -2.683595 -7.589095 0.792872
H -1.477728 -5.583557 0.745194
C -0.730909 1.171528 -4.405852
O 0.369901 0.515211 -5.008587
H -1.277605 1.687333 -5.191571
H -1.402336 0.459910 -3.916344
H -0.403202 1.915844 -3.666067
H 0.851525 0.051924 -4.310413
C 3.277584 2.626768 -5.863797
O 2.383819 2.267982 -6.903695
H 4.169292 3.039890 -6.329594
H 2.845989 3.387486 -5.203658
H 3.565167 1.759582 -5.261744
H 1.596697 1.898745 -6.488440
C -3.633301 8.200317 3.692144
O -4.546984 7.108113 3.567189
H -2.753238 7.809774 4.197719
H -3.338701 8.578976 2.710636
H -4.039977 9.019843 4.285960
H -5.339576 7.426626 3.126955

Atoms 1-2, force components in eV/Å:
-0.296 0.526 -0.269
0.815 -0.801 0.294

## Properties
HOMO-LUMO gap ... 6.46 eV
Net charge ... +1
LUMO ... -4.7 eV
HOMO ... -11.14 eV
Strongest force on any atom ... 0.02295 Eh/bohr
Multiplicity ... 1

[4]
Below is a structure of composition C4H4IN in a non-equilibrium geometry, with properties calculated with the ωB97M-V functional and the def2-TZVPD basis.

Element x y z (Å)
C 0.148325 -1.008771 0.550828
C -0.930689 -0.262593 0.075781
C 1.289772 -0.407779 0.335512
C -0.580474 0.995989 -0.452541
N 0.777120 1.317082 -0.415195
I 3.303736 -0.681560 0.788898
H 0.018543 -2.122869 0.818774
H -1.960937 -0.642957 0.004447
H -0.751658 1.069392 -1.472071
H -1.313738 1.744066 -0.234433

Atoms 1-2, force components in eV/Å:
-3.073 -3.308 -0.070
-1.633 -2.444 0.689

## Properties
HOMO-LUMO gap (spin up / spin down) ... 8.94 / 7.88 eV
Net charge ... 0
LUMO (spin up / spin down) ... -0.4 / 0.0 eV
HOMO (spin up / spin down) ... -9.32 / -7.85 eV
Strongest force on any atom ... 0.13039 Eh/bohr
Multiplicity ... 1

[5]
Below is an isolated molecule of C5H6N2O in a non-equilibrium geometry, with properties calculated with the ωB97M-V functional and the def2-TZVPD basis.

Element x y z (Å)
C 0.245679 -0.988058 -0.721423
C -0.112451 0.123296 0.162224
C -0.590186 0.008724 1.506248
C -0.896371 1.262698 1.891036
C -0.193702 1.448875 -0.153156
H 1.688411 0.110982 -1.657100
H 1.525804 -1.427818 -2.270516
H 0.090574 -2.802490 -1.167617
H -0.755193 -0.890882 2.087513
H -1.229810 1.752518 2.778685
H 0.080959 2.027333 -1.016074
N 1.019808 -0.629004 -1.835417
N -0.215830 -2.140357 -0.476855
O -0.657691 2.144182 0.872452

Atoms 1-2, force components in eV/Å:
0.288 0.308 -0.365
-0.219 0.311 -0.175

## Properties
HOMO-LUMO gap ... 9.85 eV
Net charge ... 0
LUMO ... 0.9 eV
HOMO ... -8.95 eV
Strongest force on any atom ... 0.02559 Eh/bohr
Multiplicity ... 1
SMILES ... [H]/N=C(\N)c1ccoc1

Across the entries above, ΔE to the lowest compared entry with this formula, charge and spin takes the values 0.0; 521.6; 0.0; 498.9; 34.1 kJ/mol, respectively.
Across the entries above, DFT total energy takes the values -55831.6027; -7657.0494; -58994.6743; -13797.8849; -10309.2498 eV, respectively.